136
Properties=species:S:1:pos:R:3:forces:R:3 method="wB97M-V/def2-TZVPD" orbital_gap_ev="7.1 / 2.3" e_tot_ha=-5999.0694 total_charge=+1 spin_multiplicity=2 e_homo_ev="-10.71 / -10.71"
C 12.60140 -19.77768 -26.22165 1.23 -1.79 -1.03
O 11.44414 -20.07728 -26.21311 -1.97 0.86 0.36
N 13.24298 -18.73528 -25.71721 2.07 0.12 -0.24
C 14.73666 -18.75207 -25.64705 -0.62 0.30 -0.24
C 12.65720 -17.49721 -25.30227 -0.35 0.28 0.60
H 13.27928 -20.47710 -26.73495 0.52 -0.05 0.12
H 15.13952 -17.99190 -26.31635 0.00 0.39 0.21
H 15.25899 -19.65811 -25.95421 -0.86 -0.50 -0.14
H 15.06817 -18.59408 -24.62077 -0.12 0.36 0.05
H 11.60891 -17.34388 -25.55852 -0.01 -0.63 -0.22
H 12.72308 -17.49187 -24.21427 0.07 0.77 0.13
H 13.20596 -16.68294 -25.77548 0.13 0.14 0.38
C 18.78236 -21.67721 -30.82748 1.31 0.94 -1.58
O 18.62134 -20.86044 -31.71966 -0.40 -1.09 1.91
N 18.05566 -21.70202 -29.62521 -2.56 1.60 0.67
C 17.94503 -22.86144 -28.79890 1.96 -0.44 0.13
C 17.01530 -20.70973 -29.27177 -0.14 0.42 -0.37
H 19.59359 -22.42134 -30.84756 -0.36 -0.13 -0.04
H 18.27510 -22.62329 -27.78774 -0.16 0.54 0.24
H 18.72625 -23.56476 -29.08726 -0.64 -0.54 -0.41
H 16.91343 -23.20085 -28.70571 0.08 -0.19 -0.31
H 16.06048 -21.15329 -29.55407 -0.33 -0.22 -0.08
H 16.95712 -20.54568 -28.19576 0.36 -0.45 0.11
H 17.01273 -19.72366 -29.73628 0.78 -0.33 -0.48
C 12.32991 -19.76751 -29.99200 -0.76 -1.95 -0.62
O 13.28604 -20.23569 -29.41625 1.49 0.55 0.93
N 11.47543 -20.58472 -30.64622 0.83 -0.41 -0.11
C 10.39301 -20.00741 -31.33850 -1.54 0.44 -0.75
C 11.55014 -22.07808 -30.74364 0.31 0.98 0.62
H 12.00721 -18.71739 -30.06494 0.44 0.08 0.21
H 9.47138 -20.19851 -30.78880 -0.37 -0.30 -0.42
H 10.37701 -20.38350 -32.36144 -0.44 -0.21 0.02
H 10.41050 -18.92395 -31.45644 0.59 0.07 0.33
H 11.40320 -22.39016 -31.77761 -0.19 0.15 0.06
H 12.50066 -22.49227 -30.40739 0.10 0.54 0.02
H 10.79431 -22.50833 -30.08658 -0.21 -0.03 -0.21
C 9.61881 -18.97628 -23.34076 -2.92 0.52 0.80
O 8.61138 -18.28460 -23.56554 2.00 -1.29 0.25
N 9.66007 -19.98105 -22.37429 -0.83 0.46 -0.92
C 10.97057 -20.37682 -21.96614 0.21 1.25 1.53
C 8.55615 -20.21031 -21.41963 -0.52 0.34 -0.53
H 10.55583 -18.83183 -23.90051 -0.08 -0.26 0.13
H 11.66352 -19.77925 -22.55844 0.49 -1.05 -0.44
H 11.14201 -21.43369 -21.76183 0.09 -0.01 -0.83
H 11.11856 -19.90421 -20.99515 0.20 -0.09 0.56
H 8.15013 -21.22175 -21.40505 0.67 -0.37 -0.19
H 8.82110 -19.94123 -20.39714 0.34 0.06 -0.04
H 7.66477 -19.63893 -21.67862 0.40 0.44 -0.30
C 10.25639 -25.10906 -25.22259 -0.43 -0.87 -1.37
O 9.50827 -25.47502 -26.13377 0.77 0.44 1.13
N 10.71127 -23.85916 -25.03731 -0.10 1.65 0.19
C 11.49489 -23.49161 -23.82340 -0.65 0.46 -1.30
C 10.28378 -22.79846 -25.99981 -0.09 -0.59 0.11
H 10.71707 -25.84262 -24.54298 -0.16 0.04 0.28
H 10.86937 -23.16440 -22.99289 -0.26 -0.81 0.21
H 12.01557 -22.55243 -24.01032 0.39 -0.18 -0.50
H 12.20917 -24.28425 -23.60069 -0.25 0.11 0.35
H 11.14400 -22.35625 -26.50237 -0.01 -0.15 0.13
H 9.61359 -23.24754 -26.73281 0.32 -0.31 0.03
H 9.69232 -21.97634 -25.59685 0.27 -0.09 0.69
Cl 14.81337 -17.08240 -29.59721 -0.48 -1.57 -0.81
C 14.30599 -15.54997 -28.96282 1.16 1.11 1.38
C 12.85897 -15.21513 -28.68217 -0.98 0.36 -1.03
Cl 12.04331 -14.49208 -30.16577 0.40 -0.31 0.55
H 14.86774 -14.83370 -29.56241 -0.80 0.38 -0.13
H 14.87425 -15.54032 -28.03272 -0.41 0.30 0.40
H 12.73945 -14.46964 -27.89600 0.49 0.16 -0.16
H 12.16483 -16.00601 -28.39793 0.62 -0.46 -0.09
Cl 17.02233 -22.77823 -25.75165 0.29 0.50 -1.78
C 16.38543 -23.24619 -24.23867 -0.68 0.03 2.43
C 14.87598 -22.89839 -24.02587 0.33 -1.63 0.37
Cl 14.53855 -22.95395 -22.21959 0.18 0.22 -1.30
H 17.06308 -22.83470 -23.49063 -0.43 0.56 0.14
H 16.53540 -24.31737 -24.10386 -0.36 -0.06 -0.30
H 14.36444 -23.75130 -24.47194 -0.27 -0.09 0.32
H 14.36382 -22.06772 -24.51145 0.88 0.61 0.37
Cl 15.12398 -14.56364 -25.29992 -0.20 -1.09 -1.14
C 15.60608 -13.58151 -23.96080 -0.62 1.13 0.75
C 14.37676 -12.95135 -23.31291 0.84 -0.27 1.86
Cl 13.34186 -12.01138 -24.25713 -1.53 1.33 -2.49
H 16.23886 -12.78893 -24.36018 0.17 -0.17 0.21
H 16.11052 -14.20428 -23.22203 0.12 0.18 -0.13
H 14.68466 -12.17080 -22.61717 0.56 -0.76 0.66
H 13.69108 -13.64955 -22.83287 0.67 -0.37 0.25
C 20.11510 -23.54402 -22.71349 2.18 0.17 0.94
C 21.00492 -22.55005 -23.52502 -1.72 -2.59 -0.50
O 20.19188 -21.48879 -23.92268 -0.62 3.50 1.11
P 19.81285 -20.46896 -22.72711 -0.23 1.02 -0.63
O 18.67937 -20.92041 -21.91337 -0.05 0.32 -0.30
O 21.17039 -20.31286 -21.87069 -1.10 -0.75 -3.66
C 21.27501 -19.23607 -21.02208 1.05 1.75 1.92
C 21.39928 -19.82604 -19.65890 -0.68 1.10 0.67
O 19.55716 -19.02213 -23.52144 0.24 -2.03 0.42
C 18.34678 -18.99966 -24.33161 -0.90 0.81 1.55
C 18.50399 -19.42546 -25.72802 0.79 -0.32 -1.24
H 19.11782 -23.77046 -23.09069 0.38 0.08 -0.23
H 20.75177 -24.41236 -22.54392 -0.35 -0.62 -0.53
H 20.06723 -23.20080 -21.68005 -0.60 0.42 -0.06
H 21.88473 -22.24434 -22.95884 0.06 -0.11 -0.40
H 21.14537 -22.94569 -24.53092 1.23 -0.70 0.41
H 22.13794 -18.58201 -21.14713 0.54 -0.50 -1.04
H 20.47604 -18.49861 -21.09893 -0.60 -0.45 0.03
H 20.41264 -20.25306 -19.47917 0.31 -0.39 0.73
H 22.23650 -20.51081 -19.52378 -0.24 -0.13 -0.33
H 21.59277 -18.96037 -19.02542 -0.24 -0.21 0.62
H 17.56984 -19.57093 -23.82356 0.08 -0.29 0.12
H 17.96156 -17.98000 -24.33257 0.35 0.23 0.31
H 19.11003 -18.71120 -26.28537 0.35 -0.12 0.04
H 18.95015 -20.41956 -25.75636 -0.03 -0.01 -0.32
H 17.54590 -19.41411 -26.24766 -0.23 -0.19 0.23
C 4.61120 -14.57894 -27.55339 0.56 -0.96 1.30
C 4.35267 -14.08149 -26.09238 -0.41 1.33 -1.71
O 4.95915 -12.74389 -25.98452 1.76 -1.34 1.05
P 6.52279 -12.64751 -25.56188 -0.57 -0.85 0.02
O 6.78572 -11.38344 -24.90959 0.59 0.98 0.05
O 6.75719 -13.93468 -24.55491 -1.87 2.26 -1.54
C 8.03174 -14.19484 -24.00638 0.74 0.05 -1.26
C 8.59689 -15.15569 -24.98815 1.51 -1.87 0.14
O 7.40739 -12.89827 -26.92885 -0.73 -2.07 3.30
C 7.81748 -11.93879 -27.81641 -1.57 1.89 -2.23
C 6.69965 -11.77601 -28.86866 1.10 0.03 0.16
H 4.97660 -13.85034 -28.27707 -1.02 0.58 0.29
H 5.48738 -15.22716 -27.56825 -0.10 -0.56 0.30
H 3.73860 -15.15679 -27.85797 0.17 0.14 -0.45
H 3.29575 -13.86171 -25.94167 -0.02 -0.06 -0.20
H 4.62706 -14.74574 -25.27287 0.51 0.05 -0.32
H 8.68651 -13.32390 -23.97717 -0.35 0.41 0.29
H 7.95084 -14.62367 -23.00755 -0.37 0.06 -0.14
H 7.87756 -15.93755 -25.23173 -0.01 -0.04 0.22
H 8.97693 -14.78840 -25.94145 -0.22 0.65 0.20
H 9.43090 -15.64591 -24.48594 0.26 -0.36 -0.17
H 7.90300 -10.92543 -27.42413 0.57 -0.25 0.78
H 8.70777 -12.22941 -28.37409 0.27 -0.23 0.60
H 5.76103 -11.50323 -28.38631 0.02 0.00 -0.16
H 7.07168 -10.97049 -29.50178 -0.48 0.01 -0.41
H 6.62237 -12.70814 -29.42837 -0.28 0.14 -0.16